Density functional theory data (ωB97M-V/def2-TZVPD) for a molecular structure, C31H29AsCrN3O2S.

Each line ends with the Löwdin spin population.
Atoms and positions in Å:
1 Cr -0.27818 -0.14722 -0.14330  3.05
2 O -1.48506 -1.56589 -0.61019  0.03
3 N -2.79496 -1.27729 -0.75677  0.01
4 C -3.55419 -2.19942 -1.37969  0.00
5 C -4.89765 -1.97865 -1.53405  0.00
6 C -5.44862 -0.79722 -1.04398  0.00
7 C -4.64342 0.13200 -0.42218  0.00
8 C -3.28088 -0.11485 -0.27515  0.00
9 S -2.17392 0.98004 0.50031  -0.05
10 H -3.02517 -3.07474 -1.72151  0.00
11 H -5.49955 -2.72260 -2.03365  0.00
12 H -6.50702 -0.60475 -1.15385  0.00
13 H -5.04263 1.05888 -0.03578  0.00
14 C 0.58845 3.53041 0.91856  0.00
15 C 1.05728 2.12763 1.05837  0.01
16 O 1.01824 1.32486 0.07581  0.04
17 N 1.55428 1.70163 2.21072  0.00
18 C 2.20433 0.39501 2.30214  0.00
19 C 1.29794 -0.77540 2.58932  0.00
20 C 1.49137 -1.47385 3.76744  0.00
21 C 0.74021 -2.60845 4.03358  0.00
22 C -0.18880 -3.01321 3.09904  0.00
23 C -0.34704 -2.25859 1.95219  0.00
24 N 0.37035 -1.15353 1.68042  0.00
25 H -0.15069 3.59749 0.12414  0.00
26 H 1.44699 4.14943 0.64600  0.00
27 H 0.18013 3.90839 1.85521  0.00
28 H 1.64038 2.35735 2.97390  0.00
29 H 2.95560 0.45467 3.08746  0.00
30 H 2.72566 0.22591 1.36069  0.00
31 H 2.23928 -1.13422 4.47018  0.00
32 H 0.88983 -3.16375 4.94962  0.00
33 H -0.79362 -3.89602 3.24525  0.00
34 H -1.07987 -2.54209 1.21350  0.00
35 C -0.60138 5.30466 -3.12025  0.00
36 C 0.47650 4.58926 -3.61824  0.00
37 C 0.53565 3.21054 -3.46024  0.00
38 C -0.49456 2.54866 -2.80053  -0.01
39 C -1.57200 3.26970 -2.28595  0.00
40 C -1.62638 4.64529 -2.45409  0.00
41 As -0.40125 0.64314 -2.55091  -0.05
42 C 1.21056 0.07551 -3.42737  -0.01
43 C 2.32613 -0.24638 -2.65996  0.00
44 C 3.49811 -0.66055 -3.27732  0.00
45 C 3.55331 -0.74468 -4.66084  0.00
46 C 2.44414 -0.41576 -5.42840  0.00
47 C 1.26856 -0.00811 -4.81672  0.00
48 C -1.80278 -0.16771 -3.59876  -0.01
49 C -2.95227 0.53244 -3.94866  0.00
50 C -3.93860 -0.09415 -4.69959  0.00
51 C -3.77641 -1.41069 -5.10560  0.00
52 C -2.63133 -2.11175 -4.75121  0.00
53 C -1.64778 -1.49701 -3.98983  0.00
54 H -0.64619 6.37722 -3.25330  0.00
55 H 1.27362 5.10244 -4.13928  0.00
56 H 1.37926 2.66135 -3.85989  0.00
57 H -2.36372 2.77048 -1.74391  0.00
58 H -2.46872 5.20263 -2.06588  0.00
59 H 2.30035 -0.15159 -1.57901  0.00
60 H 4.36647 -0.91321 -2.68402  0.00
61 H 4.46629 -1.06471 -5.14456  0.00
62 H 2.49519 -0.47740 -6.50709  0.00
63 H 0.40413 0.24248 -5.41962  0.00
64 H -3.07658 1.57158 -3.67259  0.00
65 H -4.82333 0.45804 -4.98838  0.00
66 H -4.53615 -1.88797 -5.71039  0.00
67 H -2.49646 -3.13390 -5.08036  0.00
68 H -0.74944 -2.04615 -3.73187  0.00

Summary:
2S+1 = 4
Highest occupied orbital energy (alpha / beta) = -13.9 / -13.9 eV
LUMO (alpha / beta) = -7.02 / -5.75 eV
Total charge = +2
Orbital gap (alpha / beta) = 6.85 / 8.15 eV